[1]
C20H21ClN4O4 | ωB97M-V/def2-TZVPD

Output
SMILES string = CCC(=O)N1CCN(c2ccc(Cl)cc2NC(=O)c2cccc([N+](=O)[O-])c2)CC1
highest occupied orbital energy = -8.6 eV
relative energy (zero: lowest compared OMol25 entry of this formula, charge and spin) = 193.1 kJ/mol

```
50
Properties=species:S:1:pos:R:3:lowdin_charge:R:1
C -5.59 -3.68 -0.15 -0.08
C -4.33 -4.46 0.21 -0.16
C -3.11 -3.90 -0.51 -0.47
O -2.71 -4.39 -1.54 0.06
N -2.49 -2.82 0.05 -0.05
C -2.88 -2.07 1.21 -0.13
C -3.20 -0.62 0.81 -0.15
N -2.02 -0.05 0.19 -0.13
C -1.96 1.36 0.09 -0.18
C -3.07 2.18 -0.01 -0.01
C -2.94 3.55 -0.10 -0.11
C -1.67 4.11 -0.10 -0.67
Cl -1.50 5.83 -0.23 0.68
C -0.54 3.33 0.02 -0.02
C -0.68 1.95 0.12 -0.15
N 0.40 1.09 0.32 0.15
C 1.73 1.34 0.20 -0.41
O 2.21 2.40 -0.15 0.10
C 2.59 0.15 0.52 -0.11
C 2.25 -0.80 1.48 -0.02
C 3.09 -1.87 1.75 -0.05
C 4.28 -2.01 1.05 0.01
C 4.62 -1.05 0.10 -0.13
N 5.87 -1.19 -0.62 -0.36
O 6.61 -2.08 -0.28 0.09
O 6.09 -0.40 -1.51 0.10
C 3.79 0.03 -0.17 0.08
C -1.68 -0.79 -1.02 -0.13
C -1.36 -2.23 -0.64 -0.11
H -5.54 -2.65 0.20 0.06
H -5.72 -3.68 -1.23 0.08
H -6.46 -4.15 0.30 0.07
H -4.18 -4.49 1.29 0.10
H -4.44 -5.49 -0.14 0.12
H -2.04 -2.06 1.92 0.13
H -3.74 -2.51 1.70 0.11
H -4.06 -0.63 0.12 0.12
H -3.46 -0.04 1.69 0.13
H -4.06 1.75 -0.02 0.11
H -3.81 4.18 -0.18 0.10
H 0.44 3.77 0.03 0.10
H 0.10 0.15 0.56 0.11
H 1.34 -0.69 2.05 0.12
H 2.82 -2.59 2.50 0.11
H 4.95 -2.83 1.24 0.12
H 4.08 0.77 -0.90 0.13
H -2.53 -0.78 -1.73 0.14
H -0.83 -0.32 -1.51 0.13
H -0.48 -2.26 0.01 0.12
H -1.17 -2.83 -1.54 0.12
```



[2]
C20H21CoN5OS3 | ωB97M-V/def2-TZVPD

Output
highest occupied orbital energy (spin up / spin down) = -11.1 / -11.1 eV
charge = +1
relative energy (zero: lowest compared OMol25 entry of this formula, charge and spin) = 0.0 kJ/mol

```
51
Properties=species:S:1:pos:R:3:lowdin_charge:R:1
Co 1.41 -0.79 -1.06 0.44
C -1.63 -3.57 -0.37 0.00
C -0.30 -2.89 -0.26 -0.20
N -0.13 -1.78 -0.95 -0.07
N -1.28 -1.29 -1.55 -0.05
C -1.08 -0.29 -2.35 -1.01
S 0.49 0.39 -2.66 0.77
S -2.50 0.26 -3.21 0.94
C -2.12 2.02 -3.43 -0.44
C -1.99 2.81 -2.15 -0.31
C -0.90 3.65 -1.96 -0.06
C -0.80 4.44 -0.83 -0.09
C -1.79 4.39 0.15 -0.10
C -2.88 3.54 -0.02 -0.09
C -2.97 2.75 -1.16 -0.06
C 0.73 -3.44 0.58 -0.10
C 0.42 -4.48 1.50 -0.02
C 1.37 -5.03 2.31 -0.07
C 2.69 -4.59 2.23 -0.05
C 3.04 -3.58 1.37 0.00
C 2.07 -2.98 0.54 -0.30
O 2.45 -2.03 -0.26 -0.10
H -1.99 -3.50 -1.39 0.09
H -2.37 -3.05 0.25 0.11
H -1.58 -4.61 -0.08 0.08
H -2.97 2.39 -4.01 0.09
H -1.23 2.13 -4.04 0.06
H -0.13 3.70 -2.73 0.11
H 0.03 5.12 -0.71 0.10
H -1.73 5.03 1.02 0.11
H -3.66 3.49 0.73 0.11
H -3.82 2.09 -1.28 0.11
H -0.60 -4.84 1.58 0.11
H 1.09 -5.82 3.00 0.11
H 3.45 -5.03 2.86 0.12
H 4.05 -3.22 1.29 0.12
C -0.72 -0.11 2.39 -0.05
C -0.61 1.17 1.55 -0.20
C 0.77 1.36 1.01 -0.52
N 1.34 0.57 0.17 -0.11
N 2.57 0.91 -0.29 0.02
C 2.99 2.01 0.27 -0.63
N 4.16 2.60 0.00 0.14
S 1.83 2.67 1.39 1.18
H -1.75 -0.23 2.74 0.09
H -0.07 -0.07 3.26 0.09
H -0.45 -0.99 1.80 0.06
H -0.88 2.04 2.14 0.11
H -1.29 1.14 0.69 0.11
H 4.81 2.13 -0.61 0.13
H 4.48 3.40 0.52 0.11
```



[3]
C20H21F2N2ReSSi | ωB97M-V/def2-TZVPD

Output
2S+1 = 2
highest occupied orbital energy (spin up / spin down) = -11.1 / -11.1 eV
charge = +1
<S²> = 0.76
relative energy (zero: lowest compared OMol25 entry of this formula, charge and spin) = 327.8 kJ/mol

```
48
Properties=species:S:1:pos:R:3:mulliken_spin:R:1
Re 0.18 -0.08 -0.03 0.02
F 4.92 2.43 0.48 0.00
C 4.24 1.28 0.40 0.00
C 2.88 1.31 0.16 0.00
C 2.20 0.10 0.08 -0.01
C 2.88 -1.13 0.20 0.01
C 4.25 -1.08 0.49 0.00
F 4.95 -2.22 0.67 0.00
C 4.95 0.10 0.60 0.00
C 2.11 -2.34 -0.11 0.00
C 2.64 -3.62 -0.27 0.00
C 1.83 -4.64 -0.75 0.00
C 0.51 -4.36 -1.08 0.01
C 0.03 -3.09 -0.86 0.02
N 0.80 -2.11 -0.37 0.00
H 2.37 2.25 0.04 0.00
H 6.00 0.10 0.81 0.00
H 3.67 -3.81 -0.04 0.00
H 2.24 -5.63 -0.88 0.00
H -0.15 -5.12 -1.47 0.00
H -1.02 -2.84 -1.05 -0.06
S -0.13 1.46 1.70 0.00
C -1.24 2.19 0.54 -0.01
C -2.09 3.27 0.59 0.00
C -2.84 3.54 -0.54 -0.01
C -2.70 2.75 -1.68 0.01
C -1.81 1.70 -1.65 -0.01
N -1.09 1.46 -0.56 0.01
H -2.18 3.87 1.49 0.00
H -3.53 4.37 -0.54 0.00
H -3.28 2.94 -2.57 0.00
H -1.62 1.06 -2.51 0.00
C -3.12 -3.98 0.95 0.04
Si -3.95 -2.37 0.50 0.01
C -4.64 -1.56 2.02 0.03
C -5.23 -2.62 -0.81 0.00
C -2.63 -1.22 -0.20 0.81
H -3.77 -4.58 1.58 0.00
H -2.19 -3.82 1.50 0.00
H -2.88 -4.58 0.07 0.00
H -5.29 -2.26 2.56 0.00
H -5.23 -0.68 1.77 0.00
H -3.85 -1.25 2.71 0.00
H -6.00 -3.31 -0.48 0.00
H -4.79 -3.02 -1.73 0.00
H -5.73 -1.68 -1.06 0.00
H -2.57 -0.90 -1.23 0.02
H -1.91 -0.84 0.53 0.10
```



[4]
C20H21F4N2O | ωB97M-V/def2-TZVPD

Output
SMILES string = CN(C)C(=O)[C@@H]1CCC[N@@H+]1C(c1cc(F)cc(F)c1)c1cc(F)cc(F)c1
highest occupied orbital energy = -12.6 eV
charge = +1
relative energy (zero: lowest compared OMol25 entry of this formula, charge and spin) = 0.0 kJ/mol

```
48
Properties=species:S:1:pos:R:3:lowdin_charge:R:1
C 3.75 -3.85 5.35 -0.02
N 3.04 -2.62 5.65 -0.13
C 3.83 -1.67 6.41 -0.03
C 1.72 -2.50 5.32 -0.43
O 1.05 -3.44 4.87 0.06
C 1.10 -1.13 5.58 -0.12
C 0.58 -1.12 7.01 -0.10
C -0.93 -0.87 6.98 -0.13
C -1.38 -0.57 5.57 -0.04
N -0.11 -0.67 4.72 0.03
C -0.19 -1.06 3.34 -0.19
C -1.51 -0.63 2.63 -0.14
C -1.80 0.69 2.25 0.04
C -3.04 0.97 1.66 -0.21
F -3.34 2.29 1.38 0.05
C -4.01 0.02 1.36 0.09
C -3.63 -1.29 1.63 -0.21
F -4.53 -2.29 1.36 0.06
C -2.40 -1.64 2.20 0.05
C 1.12 -0.71 2.65 -0.14
C 2.04 -1.74 2.41 0.05
C 3.33 -1.42 1.98 -0.20
F 4.29 -2.42 1.98 0.05
C 3.71 -0.13 1.64 0.09
C 2.72 0.84 1.74 -0.21
F 3.04 2.14 1.38 0.06
C 1.43 0.59 2.22 0.05
H 3.11 -4.54 4.79 0.10
H 4.66 -3.63 4.77 0.10
H 4.09 -4.33 6.29 0.10
H 3.40 -0.66 6.42 0.08
H 3.95 -2.01 7.45 0.11
H 4.84 -1.61 5.96 0.10
H 1.89 -0.38 5.41 0.14
H 0.81 -2.05 7.54 0.14
H 1.09 -0.33 7.57 0.13
H -1.45 -1.76 7.35 0.13
H -1.17 -0.05 7.66 0.12
H -2.09 -1.28 5.14 0.14
H -1.81 0.46 5.50 0.15
H 0.16 0.32 4.68 0.18
H -0.22 -2.14 3.35 0.13
H -1.10 1.51 2.36 0.11
H -4.96 0.27 0.91 0.14
H -2.14 -2.69 2.30 0.14
H 1.77 -2.77 2.61 0.13
H 4.71 0.10 1.29 0.14
H 0.72 1.41 2.26 0.11
```



[5]
C20H21F6N5O5S8SbZr | ωB97M-V/def2-TZVPD

Output
highest occupied orbital energy = -5.0 eV
charge = -1
relative energy (zero: lowest compared OMol25 entry of this formula, charge and spin) = 0.0 kJ/mol

```
67
Properties=species:S:1:pos:R:3:lowdin_charge:R:1
Zr -2.00 1.92 -0.49 0.97
N -2.23 1.25 1.83 -0.11
C -1.54 2.13 2.78 -0.23
C -1.76 3.56 2.34 -0.25
N -1.35 3.68 0.93 -0.18
H -3.23 1.25 2.01 0.03
H -1.89 0.29 1.91 0.04
H -0.48 1.88 2.75 0.10
H -1.90 1.98 3.81 0.12
H -1.20 4.25 2.97 0.12
H -2.81 3.82 2.39 0.09
H -0.34 3.72 0.84 0.07
H -1.73 4.55 0.53 -0.10
S -3.01 6.21 -0.31 -0.28
Sb -4.32 4.66 -1.32 0.29
S -4.35 2.74 0.17 -0.14
S -0.71 3.51 -2.01 0.01
S -2.62 3.23 -2.71 -0.16
N 0.81 -1.01 -6.63 0.09
C -0.23 -1.57 -5.99 -0.85
S -0.99 -2.91 -6.55 0.66
C -0.60 -0.88 -4.72 -0.24
C -1.93 -0.75 -4.36 0.00
C -2.24 -0.05 -3.20 -0.14
N -1.31 0.47 -2.40 -0.08
C -0.03 0.32 -2.74 -0.15
C 0.36 -0.34 -3.89 0.00
H 1.11 -1.40 -7.50 0.09
H 1.17 -0.11 -6.34 0.10
H -2.72 -1.17 -4.97 0.11
H -3.27 0.09 -2.91 0.10
H 0.70 0.74 -2.06 0.08
H 1.42 -0.45 -4.10 0.12
C 7.93 -1.51 4.43 -0.08
C 6.71 -0.96 3.73 -0.76
O 6.26 0.13 3.94 0.04
S 6.01 -2.13 2.58 1.01
C 4.57 -1.27 2.02 -0.55
C 4.68 -0.22 1.11 -0.09
C 3.54 0.42 0.66 -0.03
C 2.28 0.03 1.11 -0.24
C 2.18 -1.02 2.02 -0.02
C 3.32 -1.66 2.48 -0.09
C 1.09 0.68 0.63 -0.12
C 0.05 1.17 0.22 -0.15
H 8.65 -0.70 4.59 0.08
H 8.39 -2.32 3.87 0.06
H 7.62 -1.89 5.41 0.09
H 5.66 0.08 0.76 0.11
H 3.62 1.24 -0.04 0.12
H 1.20 -1.33 2.36 0.11
H 3.23 -2.47 3.19 0.11
F -4.59 -0.84 2.02 0.13
C -5.11 -1.16 0.83 -0.68
F -5.92 -0.19 0.44 0.13
F -5.82 -2.28 0.98 0.15
S -3.77 -1.42 -0.40 0.61
O -2.97 -0.21 -0.31 -0.46
O -4.45 -1.64 -1.64 -0.25
N -3.07 -2.71 0.10 -0.28
S -1.82 -2.86 1.04 0.60
O -1.90 -4.08 1.77 -0.26
O -1.42 -1.66 1.73 -0.30
C -0.49 -3.15 -0.20 -0.67
F 0.68 -3.30 0.43 0.14
F -0.39 -2.12 -1.04 0.14
F -0.73 -4.25 -0.91 0.14
```



[6]
C20H21F6O20Pt | ωB97M-V/def2-TZVPD

Output
2S+1 = 3
highest occupied orbital energy (spin up / spin down) = -11.2 / -12.2 eV
charge = +1
<S²> = 2.00

```
68
Properties=species:S:1:pos:R:3:mulliken_spin:R:1
Pt 0.89 -0.18 -0.81 1.52
C 3.48 2.10 -3.03 -0.01
C 2.49 1.33 -2.15 -0.03
O 1.26 1.29 -2.27 0.09
O 2.99 0.59 -1.19 0.17
H 4.05 2.77 -2.36 0.00
H 2.93 2.63 -3.83 0.00
H 4.15 1.37 -3.57 0.00
C -1.29 -0.20 -5.07 0.00
C -2.53 -1.05 -4.66 0.00
O -2.19 -1.50 -3.37 0.00
C -0.88 -1.33 -3.19 0.00
O -0.34 -1.82 -2.26 0.03
O -0.24 -0.58 -4.10 0.00
F -2.70 -2.14 -5.46 0.00
H -1.43 0.86 -4.94 0.00
H -0.91 -0.44 -6.05 0.00
H -3.44 -0.44 -4.61 0.00
C 2.27 3.21 3.52 0.00
C 1.92 1.76 3.81 0.00
O 1.81 1.19 2.53 0.00
C 1.52 2.17 1.65 0.02
O 1.15 1.95 0.55 0.07
O 1.66 3.41 2.22 0.00
F 0.65 1.75 4.41 0.00
H 3.37 3.36 3.52 0.00
H 1.88 3.82 4.36 0.00
H 2.52 1.17 4.47 0.00
C -1.44 -4.83 -2.78 0.00
C -2.49 -4.66 -1.71 0.00
O -1.82 -4.07 -0.71 0.00
C -0.46 -4.20 -0.92 0.00
O 0.38 -3.94 -0.12 0.00
O -0.21 -4.68 -2.12 0.00
F -2.98 -5.98 -1.30 0.00
H -1.39 -4.04 -3.55 0.00
H -1.49 -5.84 -3.26 0.00
H -3.44 -4.21 -1.98 0.00
C -3.35 -0.01 2.48 0.00
C -1.94 0.25 3.05 0.00
O -1.23 0.55 1.85 0.01
C -1.92 0.00 0.83 0.01
O -1.55 -0.15 -0.31 0.04
O -3.07 -0.59 1.25 0.00
F -1.41 -0.76 3.62 0.00
H -3.88 0.90 2.35 0.00
H -3.87 -0.66 3.22 0.00
H -1.88 1.13 3.71 0.00
C 1.85 -4.29 2.72 0.00
C 3.13 -4.12 1.85 0.00
O 2.96 -2.95 1.15 0.00
C 1.79 -2.40 1.48 0.01
O 1.39 -1.40 1.01 0.05
O 1.15 -3.06 2.43 0.00
F 3.19 -5.06 0.89 0.00
H 2.21 -4.40 3.76 0.00
H 1.21 -5.11 2.38 0.00
H 4.05 -4.10 2.40 0.00
C -0.84 5.59 1.83 0.00
C -0.66 6.47 0.55 0.00
O -1.14 5.73 -0.50 0.00
C -1.23 4.41 -0.08 0.00
O -1.38 3.43 -0.71 0.00
O -0.97 4.31 1.25 0.00
F 0.67 6.72 0.45 0.00
H -1.71 5.96 2.32 0.00
H -0.03 5.65 2.55 0.00
H -1.25 7.38 0.51 0.00
```



The evaluated DFT total energy for the records listed, in turn: -47752.35632 -100705.46891 -50330.52209 -36971.50253 -149581.80441 -81575.11103 eV.